Model i:
Density functional theory data (wB97M-V/def2-TZVPD) for the ion C3H7N4 with charge +1.

CARTESIAN COORDINATES (ANGSTROEM)
C: 0.34 -1.22 -0.12
C: 1.66 -1.03 0.18
C: -0.40 0.10 -0.25
N: 2.14 0.29 0.17
N: 1.35 1.15 -0.10
N: -1.23 0.37 -1.37
N: -0.91 0.67 1.00
H: -0.23 -2.11 0.02
H: 2.49 -1.69 0.33
H: -1.05 -0.30 -2.11
H: -1.12 1.44 -1.65
H: -0.42 0.20 1.86
H: -1.86 0.40 1.04
H: -0.77 1.73 0.99

Calculated values
LUMO level   -4.9 eV
Total charge   +1
Orbital gap   7.81 eV

Here are the natural (NBO) charges for atoms 1 to 5, given in e: atom 1 (C): -0.262, atom 2 (C): -0.017, atom 3 (C): 0.266, atom 4 (N): -0.128, atom 5 (N): -0.050

Model ii:
Density functional theory data (wB97M-V/def2-TZVPD) for a cluster of 2 separate species, C3H7N4 in total.

CARTESIAN COORDINATES (ANGSTROEM)
C: -0.95 -1.02 -0.39
C: -1.47 1.04 -0.05
C: 0.02 -0.98 0.66
N: -1.73 -0.09 -0.65
N: -0.33 1.38 0.54
N: 1.95 0.34 -0.82
N: 0.58 0.42 0.67
H: -0.89 -1.78 -1.07
H: -2.17 1.88 0.00
H: -0.29 -1.20 1.70
H: 0.70 -1.71 0.42
H: 2.05 1.31 -1.02
H: 1.48 -0.16 -1.56
H: 1.03 0.56 1.57

Calculated values
LUMO level (alpha / beta)   -6.8 / -6.5 eV
Total charge   +1
Orbital gap (alpha / beta)   8.14 / 8.33 eV

Here are the natural (NBO) charges for atoms 1 to 5, given in e: atom 1 (C): 0.220, atom 2 (C): 0.290, atom 3 (C): -0.357, atom 4 (N): -0.377, atom 5 (N): -0.278

Most stable: model i

Model i:
Density functional theory data (wB97M-V/def2-TZVPD) for an isolated molecule of C2H4OSi.

CARTESIAN COORDINATES (ANGSTROEM)
C: 1.19 -0.63 -0.08
C: -0.48 1.17 -0.07
O: 2.27 -0.23 -0.01
Si: -0.70 -0.65 0.10
H: 0.10 1.63 -0.90
H: -1.16 -1.38 1.23
H: -0.05 1.41 0.83
H: -1.17 -1.33 -1.09

Calculated values
LUMO level (alpha / beta)   -0.2 / -0.2 eV
Orbital gap (alpha / beta)   7.31 / 7.31 eV

Here are the natural (NBO) charges for atoms 1 to 5, given in e: atom 1 (C): 0.363, atom 2 (C): -1.089, atom 3 (O): -0.428, atom 4 (Si): 1.039, atom 5 (H): 0.229

Model ii:
Density functional theory data (wB97M-V/def2-TZVPD) for an isolated molecule of C2H4OSi.

CARTESIAN COORDINATES (ANGSTROEM)
C: 1.85 -0.45 0.02
C: -0.94 0.83 0.02
O: 2.49 0.53 0.02
Si: -0.14 -0.75 0.08
H: -1.21 1.24 -0.91
H: -0.65 -1.67 1.31
H: -1.05 1.59 0.79
H: -0.35 -1.32 -1.32

Calculated values
LUMO level (alpha / beta)   -0.2 / -0.9 eV
Orbital gap (alpha / beta)   8.74 / 6.58 eV

Here are the natural (NBO) charges for atoms 1 to 5, given in e: atom 1 (C): 0.302, atom 2 (C): -0.887, atom 3 (O): -0.439, atom 4 (Si): 0.844, atom 5 (H): 0.205

Most stable: model ii

Model i:
Density functional theory data (wB97M-V/def2-TZVPD) for a cluster of 2 separate species, C7H14O in total.

CARTESIAN COORDINATES (ANGSTROEM)
C: 0.72 -1.29 0.58
C: 0.35 0.19 0.84
C: -0.90 0.76 0.21
C: -1.76 1.51 0.91
C: -1.39 1.73 -1.96
C: -1.13 0.62 -1.24
C: -1.43 -0.78 -1.72
H: 1.37 -1.76 1.29
H: 1.18 -1.25 -0.42
H: -0.27 -1.80 0.68
H: 0.19 0.29 1.95
H: 1.21 0.84 0.76
H: -1.60 1.66 1.97
H: -2.72 1.80 0.53
H: -1.29 2.73 -1.63
H: -1.33 1.59 -3.05
H: -2.09 -1.25 -0.98
H: -2.00 -0.70 -2.64
H: -0.57 -1.41 -2.05
H: 4.93 -1.79 1.40
H: 3.32 -1.78 1.36
O: 4.11 -1.72 1.90

Calculated values
LUMO level   0.8 eV
SMILES   C=C(C)C(=C)CC.O
Orbital gap   9.86 eV

Here are the natural (NBO) charges for atoms 1 to 5, given in e: atom 1 (C): -0.608, atom 2 (C): -0.433, atom 3 (C): -0.017, atom 4 (C): -0.388, atom 5 (C): -0.391

Model ii:
Density functional theory data (wB97M-V/def2-TZVPD) for a cluster of 2 separate species, C7H14O in total.

CARTESIAN COORDINATES (ANGSTROEM)
C: 0.94 -1.56 0.44
C: 0.02 -1.23 -0.78
C: -0.68 0.06 -0.57
C: -1.99 0.33 -0.57
C: 0.66 1.76 0.60
C: 0.26 1.27 -0.56
C: 0.49 1.90 -1.88
H: 0.72 -2.61 0.73
H: 0.67 -1.01 1.33
H: 2.01 -1.48 0.23
H: 0.67 -1.20 -1.67
H: -0.78 -1.91 -1.05
H: -2.64 -0.54 -0.53
H: -2.32 1.36 -0.56
H: 0.55 1.27 1.55
H: 1.33 2.61 0.60
H: -0.38 2.27 -2.44
H: 1.15 2.78 -1.82
H: 0.87 1.15 -2.64
H: 0.22 -1.90 3.41
H: -1.12 -1.25 3.12
O: -0.66 -2.09 3.07

Calculated values
LUMO level   0.7 eV
SMILES   C=C(C)C(=C)CC.O
Orbital gap   9.98 eV

Here are the natural (NBO) charges for atoms 1 to 5, given in e: atom 1 (C): -0.609, atom 2 (C): -0.451, atom 3 (C): 0.024, atom 4 (C): -0.424, atom 5 (C): -0.404

Model iii:
Density functional theory data (wB97M-V/def2-TZVPD) for a cluster of 2 separate species, C7H14O in total.

CARTESIAN COORDINATES (ANGSTROEM)
C: -1.62 -1.37 1.35
C: -1.11 0.07 1.16
C: -0.42 0.28 -0.21
C: 1.09 0.30 -0.26
C: 1.72 -0.86 -0.44
C: 1.79 2.41 0.85
C: 1.55 1.71 -0.25
H: -0.76 -2.01 1.09
H: -2.38 -1.63 0.62
H: -1.74 -1.60 2.40
H: -1.88 0.80 1.40
H: -0.34 0.21 1.92
H: -0.85 1.15 -0.64
H: -0.88 -0.47 -0.86
H: 1.09 -1.73 -0.62
H: 2.77 -1.09 -0.41
H: 2.06 1.85 1.74
H: 1.81 3.49 0.84
H: 1.52 2.17 -1.23
H: -1.52 -1.55 -2.19
H: -0.47 -1.08 -3.23
O: -1.40 -1.05 -3.00

Calculated values
LUMO level   0.8 eV
SMILES   C=CC(=C)CCC.O
Orbital gap   10.46 eV

Here are the natural (NBO) charges for atoms 1 to 5, given in e: atom 1 (C): -0.610, atom 2 (C): -0.389, atom 3 (C): -0.435, atom 4 (C): -0.016, atom 5 (C): -0.397

Most stable: model ii

Model i:
Density functional theory data (wB97M-V/def2-TZVPD) for an isolated molecule of C5H12N2O2.

CARTESIAN COORDINATES (ANGSTROEM)
C: 0.80 -1.63 -0.74
C: 0.04 -0.53 0.15
C: 0.58 0.82 -0.30
C: -1.47 -0.64 0.01
C: -0.02 1.98 0.60
N: -0.95 2.81 0.07
O: 0.23 -2.90 -0.52
O: 2.15 -1.72 -0.38
N: 0.36 2.16 1.82
H: 2.15 -1.96 0.56
H: 0.56 -3.47 -1.24
H: 0.74 -1.39 -1.81
H: 0.30 -0.70 1.20
H: -1.41 3.40 0.76
H: -1.54 2.46 -0.68
H: 1.06 1.46 2.09
H: 1.67 0.88 -0.18
H: 0.33 1.03 -1.34
H: -1.80 -0.45 -1.02
H: -1.81 -1.65 0.28
H: -1.99 0.06 0.67

Calculated values
LUMO level   0.7 eV
SMILES   [H]/N=C(/N)C[C@@H](C)C(O)O
Orbital gap   9.87 eV

Here are the natural (NBO) charges for atoms 1 to 5, given in e: atom 1 (C): 0.376, atom 2 (C): -0.243, atom 3 (C): -0.475, atom 4 (C): -0.622, atom 5 (C): 0.459

Model ii:
Density functional theory data (wB97M-V/def2-TZVPD) for a cluster of 2 separate species, C5H12N2O2 in total.

CARTESIAN COORDINATES (ANGSTROEM)
C: 1.15 -0.82 0.18
C: -1.73 0.00 -0.55
C: 1.54 -0.67 1.62
C: 1.54 0.34 -0.70
N: -0.96 -0.72 0.44
C: -1.75 1.49 -0.27
N: 1.00 -2.07 -0.27
O: -2.25 2.18 -1.32
O: -1.39 2.02 0.75
H: -2.24 3.13 -1.10
H: -1.29 -0.52 1.38
H: 1.08 -2.12 -1.29
H: -0.55 -1.77 0.08
H: -1.30 -0.16 -1.54
H: -2.78 -0.32 -0.60
H: 1.10 0.23 2.05
H: 2.63 -0.60 1.69
H: 1.22 -1.54 2.20
H: 1.16 1.28 -0.29
H: 1.17 0.22 -1.72
H: 2.63 0.41 -0.74

Calculated values
LUMO level   0.6 eV
SMILES   NCC(=O)O.CC(C)=N
Orbital gap   9.21 eV

Here are the natural (NBO) charges for atoms 1 to 5, given in e: atom 1 (C): 0.455, atom 2 (C): -0.337, atom 3 (C): -0.680, atom 4 (C): -0.701, atom 5 (N): -0.847

Most stable: model i